The following is a DFT calculation (ωB97M-V/def2-TZVPD) of a cluster of 2 separate species, C5H8O2 in total.

Properties
- Strongest force on any atom: 0.8 eV Å⁻¹
- Molar mass: 100.1 Da
- Spin multiplicity: 1

Each line ends with the natural charge from an NBO analysis.
Element x y z (Å)
C (-0.76247, -1.40964, 0.66567)  -0.333
C (-0.39620, -0.17606, 1.04102)  -0.244
C (-0.79735, 1.01229, 0.20367)  -0.568
C (-0.62067, 0.67157, -1.28883)  0.467
O (-0.74660, -0.44613, -1.71921)  -0.567
H (-0.30141, -2.32004, 1.02913)  0.194
H (-1.58603, -1.54673, -0.01483)  0.216
H (0.09441, -0.00447, 1.99922)  0.216
H (-1.86888, 1.19084, 0.32740)  0.246
H (-0.27230, 1.93889, 0.48248)  0.236
H (-0.43344, 1.51223, -1.97540)  0.136
C (1.91168, -0.11828, -0.18407)  0.290
O (1.57714, 0.79308, -0.89330)  -0.543
H (2.49147, 0.08458, 0.72873)  0.119
H (1.71066, -1.18214, -0.40167)  0.136

Force components x, y, z for each atom (eV/Å):
-0.2 0.1 0.6
-0.7 -0.2 0.2
-0.3 -0.2 0.1
-0.3 0.0 0.0
-0.2 0.4 -0.5
-0.2 0.1 0.6
0.4 -0.1 -0.4
0.6 -0.1 -0.5
-0.1 0.2 -0.1
-0.2 -0.4 -0.2
-0.1 0.1 0.1
0.5 -0.3 0.1
0.8 0.2 -0.1
0.0 -0.1 0.2
0.0 0.3 -0.2

---

The following is a DFT calculation (ωB97M-V/def2-TZVPD) of an isolated molecule of C7H10ClNO2 in a non-equilibrium geometry.

Properties
- Strongest force on any atom: 5.2 eV Å⁻¹
- Molar mass: 175.6 Da
- Spin multiplicity: 1

Each line ends with the natural charge from an NBO analysis.
Element x y z (Å)
O (2.92988, -2.34981, 0.01729)  -0.539
C (3.00654, -1.23753, -0.36663)  0.767
O (3.68795, -0.48082, -1.17193)  -0.471
C (2.51261, 0.15745, -0.38372)  0.121
Cl (3.16534, 1.13895, 0.85319)  0.038
C (1.40658, 0.63359, -1.25555)  -0.447
C (0.34374, 1.41373, -0.40205)  -0.409
C (-0.31767, 0.54208, 0.69498)  -0.030
C (-1.31770, -0.50308, 0.21006)  -0.415
C (-0.48445, -1.57791, 0.91450)  -0.198
N (0.51104, -0.52703, 1.08201)  -0.648
H (1.06275, -0.24976, -1.92512)  0.233
H (1.79256, 1.27898, -1.93734)  0.226
H (0.82054, 2.33439, -0.00268)  0.221
H (-0.35959, 1.63858, -1.19676)  0.218
H (-0.86961, 1.24339, 1.44750)  0.170
H (-1.33743, -0.63353, -0.83926)  0.204
H (-2.23410, -0.24546, 0.68848)  0.212
H (-1.05468, -2.00037, 1.86267)  0.165
H (-0.12496, -2.44047, 0.30542)  0.194
H (1.17903, -0.61784, 1.92452)  0.388

Force components x, y, z for each atom (eV/Å):
0.2 -0.6 0.1
-1.3 1.1 0.4
0.7 0.3 -0.9
1.1 -2.3 -0.5
0.0 0.9 0.5
-1.5 -2.3 1.8
0.4 -0.7 -0.8
-0.8 2.5 -0.5
-0.1 0.2 0.5
-1.0 -1.0 1.1
2.6 -2.4 3.7
0.0 1.2 1.6
1.3 2.2 -2.0
-0.4 -0.5 -0.4
-0.7 0.7 0.4
1.3 -1.1 -0.7
-0.5 0.0 -1.1
-1.1 -0.5 -0.3
1.4 0.8 -1.5
-0.3 0.6 0.5
-1.6 0.8 -1.8

---

Energy above the lowest of the compared OMol25 structures with the same formula, charge and spin, respectively: 2.990; 2.244 eV.
E_LUMO, respectively: 0.023; 0.027 hartree.